1.
Density functional theory data (wB97M-V/def2-TZVPD) for the ion C7H12NO with charge +1 in a non-equilibrium geometry.

```
21
C7H12NO wB97M-V/def2-TZVPD
C -1.83984 -0.99719 -0.60817
C 0.18757 -1.06214 0.68265
C 1.29011 -1.18083 -0.39212
C 2.36599 -0.56709 -0.68346
C -1.10523 -0.34367 0.35339
C -0.42366 2.13585 0.34518
C -1.30214 0.93072 1.07149
N 3.57131 -0.19194 -0.83175
O -3.00165 -0.44155 -0.93648
H -1.66735 -1.99355 -1.13326
H 0.09387 -2.11846 0.92000
H 0.62072 -0.69160 1.58946
H 1.03285 -1.68808 -1.33565
H 0.48282 2.27676 0.79056
H -0.91375 3.12359 0.60473
H -0.39545 1.92872 -0.72157
H -2.41900 1.17550 1.15647
H -0.91922 0.89580 2.10088
H 3.72036 0.75139 -1.08262
H 4.33303 -0.87567 -0.62801
H -3.71133 -1.06654 -1.26173
```

Calculated values
2S+1: 1
ΔE to the lowest compared entry with this formula, charge and spin: 331.70 kJ/mol
net charge: +1
SMILES: CC/C(=C\O)CC=C=[NH2+]


2.
Density functional theory data (wB97M-V/def2-TZVPD) for the molecule C7H9NO in a non-equilibrium geometry.

```
18
C7H9NO wB97M-V/def2-TZVPD
C -0.20389 -1.22236 1.36157
C -0.02073 -0.61525 -0.10242
C 1.32127 -0.83856 -0.71493
C 2.16689 0.22746 -0.07296
C 1.39951 1.21211 0.35858
C 0.02796 0.94860 -0.09719
C -1.43688 1.20046 0.22172
H 0.15879 -2.38174 1.35234
H -1.16502 -0.93904 1.77049
H 0.59684 -0.74299 2.03513
H 1.67398 -1.91750 -0.75568
H 1.32901 -0.62942 -1.78276
H 3.31578 0.34119 -0.20400
H 1.66871 2.22821 0.70739
H 0.05932 1.15436 -1.24376
H -1.78910 2.08258 0.66489
N -2.12916 0.24357 -0.24208
O -1.30861 -0.79692 -0.82196
```

Calculated values
2S+1: 1
ΔE to the lowest compared entry with this formula, charge and spin: 437.47 kJ/mol
SMILES: C[C@]12CC=C[C@@H]1C=NO2


3.
Density functional theory data (wB97M-V/def2-TZVPD) for a structure of composition C4H11N3O in a non-equilibrium geometry.

```
19
C4H11N3O wB97M-V/def2-TZVPD
C -0.10327 -1.23412 0.18459
C 0.71806 -0.22560 0.75743
C 0.48017 -2.34611 -0.62435
C 0.29985 1.04384 -0.67016
N -0.59490 2.65432 0.75846
N -1.41091 -1.35454 0.54983
O -0.90479 1.63275 -0.22511
N 1.28180 1.74594 -1.12909
H -0.14206 0.20858 -1.35510
H -1.51265 2.87979 1.13712
H -0.27571 3.45148 0.19244
H -2.02265 -1.82327 -0.10102
H -1.82168 -0.52490 0.95353
H 1.95793 1.98015 -0.40612
H 0.37268 0.24959 1.66795
H 1.78143 -0.42350 0.76788
H -0.15889 -2.60407 -1.46375
H 0.59531 -3.23668 0.01156
H 1.46027 -2.07364 -1.00607
```

Calculated values
2S+1: 1
ΔE to the lowest compared entry with this formula, charge and spin: 553.76 kJ/mol


4.
Density functional theory data (wB97M-V/def2-TZVPD) for a cluster of 2 separate species, CH3Cl2N3O in total in a non-equilibrium geometry.

```
10
CH3Cl2N3O wB97M-V/def2-TZVPD
C -0.43643 1.28896 -1.67519
N -0.43138 -1.25022 1.19835
N -0.48741 -0.40459 0.28563
N 0.78361 -1.55547 1.68551
O -1.41058 0.12299 -0.36225
Cl -0.52148 2.90443 -0.95652
Cl 1.19865 0.68999 -1.45762
H -0.92066 1.33938 -2.60490
H 1.57496 -0.96554 1.36700
H 0.65072 -2.16992 2.51999
```

Calculated values
2S+1: 1
ΔE to the lowest compared entry with this formula, charge and spin: 406.87 kJ/mol


5.
Density functional theory data (wB97M-V/def2-TZVPD) for a structure of composition C2Cl2O5S in a non-equilibrium geometry.

```
10
C2Cl2O5S wB97M-V/def2-TZVPD
C -0.73126 -0.86203 -1.14809
C 0.47761 -0.59459 -0.34885
O -0.89422 -0.07720 -2.14395
O -1.31086 0.93716 1.52038
O -1.51187 -1.84341 -0.94989
O 1.07383 0.79105 1.99009
O 0.24339 2.31597 0.31616
S 0.02917 1.12669 1.05529
Cl 0.77056 -1.81577 0.80929
Cl 1.85365 0.02213 -1.10043
```

Calculated values
2S+1: 1
ΔE to the lowest compared entry with this formula, charge and spin: 62.75 kJ/mol
net charge: -2


6.
Density functional theory data (wB97M-V/def2-TZVPD) for a cluster of 2 separate species, C10H17N5 in total in a non-equilibrium geometry.

```
32
C10H17N5 wB97M-V/def2-TZVPD
C -2.21285 -1.64289 -1.85166
C -2.95944 -0.11157 -0.35919
C -0.87615 -1.51792 -1.33625
C -0.66845 -0.50844 -0.32716
C -1.44616 1.15870 1.11474
C 0.45313 -0.14128 0.42726
C 0.10531 -2.40287 -1.79357
C -1.07277 3.23416 -0.13074
C 3.15512 0.50585 0.49186
C 2.71683 -1.81983 1.20247
N -3.21475 -1.00528 -1.26464
N -1.75634 0.18967 0.05642
N -1.73358 2.48382 0.84209
N 0.07625 0.78264 1.28650
N 2.49073 -0.71607 0.29119
H -2.58611 -2.25281 -2.80773
H -3.83689 0.38530 -0.00228
H -2.02159 0.83145 2.03038
H -0.19930 -3.44264 -1.55674
H 0.17575 -2.47047 -2.85616
H 1.02425 -2.24375 -1.29746
H -1.48475 4.24245 -0.16214
H -0.02257 3.20543 0.02088
H -1.19715 2.74969 -1.08837
H 2.94982 0.84426 1.47324
H 2.94065 1.22460 -0.39941
H 4.20351 0.35698 0.25131
H 2.30241 -2.67105 0.71219
H 2.28335 -1.75933 2.23258
H 3.83965 -1.85297 1.29497
H -2.13601 3.10911 1.55083
H 0.70809 1.25508 1.95459
```

Calculated values
2S+1: 1
ΔE to the lowest compared entry with this formula, charge and spin: 517.44 kJ/mol
net charge: +2


7.
Density functional theory data (wB97M-V/def2-TZVPD) for a structure of composition C48H56N3O22 in a non-equilibrium geometry.

```
129
C48H56N3O22 wB97M-V/def2-TZVPD
C 0.90776 -2.33966 0.05471
C -0.14524 -1.21766 0.41271
O -1.15424 -1.45466 1.02771
N 0.09176 0.28134 -0.05829
H 0.47476 0.73134 0.75371
H 0.87676 0.14534 -0.76629
C -1.00924 1.18834 -0.49529
H 0.33876 -3.40966 -0.17829
H 1.55976 -2.33266 0.93171
H 1.33076 -1.73966 -0.91129
H -1.42724 1.26234 0.34871
H -1.47924 0.51534 -1.28429
H -0.69224 2.06434 -0.91229
N 1.90276 2.92834 1.60471
O 0.75776 2.38934 1.70771
O 2.02376 4.08034 1.95971
O 2.73976 2.48834 0.73071
N 2.14676 0.79534 -1.04229
O 1.30376 1.70634 -0.81229
O 3.31276 1.23634 -1.41729
O 2.23376 -0.06666 -0.13529
C -4.55124 -0.24366 -1.15429
C -5.07324 0.40234 0.01071
C -6.60424 0.44334 -0.02429
O -4.62624 -0.33666 1.12271
H -5.25124 0.22734 -2.12129
H -4.92124 -1.50366 -0.85329
H -3.52124 -0.33366 -1.28729
H -4.73924 1.54934 0.08071
H -7.00124 0.96234 0.72671
H -7.26824 -0.55766 0.02171
H -6.87424 0.85334 -0.97629
H -4.25824 0.18134 1.89971
C -2.78224 -4.06966 -1.98429
C -2.74724 -5.10766 -0.88229
C -2.21724 -6.38966 -1.31029
O -1.85724 -4.70566 0.05971
H -3.44724 -4.58866 -2.64129
H -1.77924 -3.75266 -2.22229
H -3.28024 -3.12766 -1.89229
H -3.82324 -5.16266 -0.55529
H -2.69324 -6.74666 -2.25529
H -2.36224 -7.10966 -0.50229
H -1.10424 -6.32366 -1.87829
H -2.20624 -4.04366 0.57171
C -3.58724 4.85334 2.47771
C -2.11924 4.76134 2.15371
C -1.40424 6.00834 2.56971
O -1.60324 3.60134 2.86271
H -3.66124 5.00634 3.45871
H -4.02324 3.87834 2.14271
H -4.19124 5.38534 1.91871
H -2.41724 4.77934 0.93971
H -0.33224 6.05834 2.53871
H -1.58724 6.10734 3.56471
H -1.62924 6.88234 1.88971
H -1.09224 3.11734 2.35471
C 4.95976 -5.05066 -0.29629
C 3.85176 -4.90866 -1.35729
C 2.39876 -5.28366 -0.86229
O 1.48976 -5.42866 -1.58829
C 2.18476 -5.61266 0.56271
C 3.22976 -5.42266 1.57971
C 4.66176 -5.23866 1.18371
O 5.44276 -5.20966 2.15971
H 6.11976 -4.93166 -0.73629
H 4.14476 -4.82966 -2.35229
H 0.98376 -5.55966 0.89171
H 2.97676 -5.93766 2.61171
C 0.38176 6.96534 -0.49529
C -0.00624 5.48734 -0.82729
C -1.20324 5.22234 -1.71429
O -1.77424 4.26034 -1.85329
C -1.64024 6.51234 -2.47629
C -1.22324 7.81034 -2.27829
C -0.13224 8.04134 -1.26329
O 0.13676 9.13334 -0.84029
H 1.14776 7.28334 0.50571
H 0.47376 4.59034 -0.29129
H -2.34124 6.38134 -3.38629
H -1.72524 8.62634 -2.94229
C 4.80876 -1.70966 2.88571
C 6.35576 -1.83966 2.71071
C 7.11376 -0.55666 2.47471
O 8.27776 -0.62966 2.21271
C 6.40076 0.67134 2.34371
C 4.92876 0.67934 2.40071
C 4.14976 -0.55066 2.42171
O 2.79876 -0.39466 2.32971
H 4.53876 -2.73866 3.15271
H 6.98376 -2.91866 2.92871
H 7.13576 1.50534 2.22371
H 4.40076 1.72234 2.08471
C 1.01976 -1.59566 5.18971
C 1.29176 -2.66466 4.32671
C 0.99576 -4.01166 4.82971
O 1.00376 -5.04066 4.06671
C 0.48376 -4.22266 6.18771
C 0.41376 -3.05266 7.08871
C 0.52476 -1.71666 6.53971
O 0.37276 -0.65366 7.17671
H 1.26176 -0.66966 4.49271
H 1.76576 -2.49466 3.32171
H 0.18776 -5.21166 6.70571
H 0.05976 -3.42366 8.04771
C -0.85024 3.14134 -4.01929
C -2.21724 2.58834 -3.85729
C -3.30224 3.65634 -4.26529
O -4.49924 3.41834 -4.12529
C -2.80624 4.91134 -4.94529
C -1.36824 5.18834 -5.18529
C -0.42424 4.40834 -4.43629
O 0.72376 4.73434 -4.29329
H 0.00676 2.58134 -3.69629
H -2.28924 1.59334 -3.41629
H -3.49324 5.60734 -5.60629
H -0.82824 5.99834 -5.79429
C 1.29076 -4.18966 -3.14829
C 0.01776 -3.53666 -3.50929
C 0.14876 -1.98566 -3.75829
O -0.79524 -1.34566 -4.25929
C 1.37076 -1.37166 -3.42929
C 2.69576 -2.03466 -3.23229
C 2.49876 -3.65766 -3.17429
O 3.56376 -4.29466 -3.10429
H 1.13576 -5.34966 -2.92529
H -0.99424 -3.72166 -3.61329
H 1.50176 -0.21866 -3.76229
H 3.64476 -1.71066 -2.86329
```

Calculated values
2S+1: 1
ΔE to the lowest compared entry with this formula, charge and spin: 1284.16 kJ/mol
net charge: -1


8.
Density functional theory data (wB97M-V/def2-TZVPD) for a structure of composition C41H54CuN6P2Sb2.

```
106
C41H54CuN6P2Sb2 wB97M-V/def2-TZVPD
Cu -0.19580 1.55244 0.72250
C 1.07843 2.04844 5.83288
N 0.90166 1.09873 4.72955
C 0.53607 -0.27034 5.06568
C 0.94151 1.46157 3.42749
N 0.56413 0.73208 2.42880
N 1.49632 2.72416 3.21162
C 1.63264 3.43275 2.02941
N 2.28537 4.60829 2.18818
N 1.18804 2.99732 0.89940
H 0.52661 1.68522 6.69419
H 0.66134 3.02406 5.58595
H 2.12667 2.15526 6.12495
H 0.85513 -0.47539 6.08314
H 1.04842 -0.97769 4.41339
H -0.54374 -0.43372 4.99970
H 0.15570 -0.14585 2.71635
H 1.92223 3.14725 4.01457
H 2.60991 4.94207 3.07788
H 2.42208 5.20931 1.39695
H 1.34980 3.64457 0.13878
C 4.52489 1.08080 1.04193
Sb 2.96651 0.04896 -0.02292
C 3.10632 1.26716 -1.79427
C 4.36378 -1.41064 -0.94894
C 4.57812 -2.55674 -0.04680
C 5.59503 -2.49977 0.91319
C 5.79537 -3.52366 1.81725
C 4.96077 -4.65427 1.81088
C 3.95804 -4.74133 0.88639
C 3.75324 -3.72426 -0.07950
C 2.75173 -3.93780 -1.09527
Sb 0.70729 -2.98065 -0.55732
C 0.94689 -3.09844 1.57532
C -0.27465 -4.87046 -0.87998
H 5.32788 1.34775 0.35426
H 4.91808 0.44549 1.83771
H 4.11790 1.99125 1.48772
H 4.13448 1.24960 -2.15501
H 2.81722 2.29632 -1.57520
H 2.44502 0.87195 -2.56784
H 5.27154 -0.82966 -1.11361
H 3.89704 -1.65640 -1.90340
H 6.24918 -1.63484 0.92257
H 6.60638 -3.46051 2.53165
H 5.12536 -5.45781 2.51693
H 3.32709 -5.62426 0.85923
H 2.43286 -4.97887 -1.15475
H 2.98167 -3.53929 -2.08018
H 1.25632 -4.10698 1.84970
H 0.01188 -2.85217 2.08046
H 1.72189 -2.38877 1.86819
H 0.02976 -5.56999 -0.09925
H 0.04889 -5.24547 -1.85270
H -1.35872 -4.77821 -0.88444
C -3.15395 -0.11002 1.68720
N -2.97377 -0.26361 0.21594
P -2.09931 1.15369 -0.33026
C -3.33132 2.46168 -0.09310
C -2.85018 3.74233 0.18229
C -3.72772 4.81391 0.28769
C -5.09055 4.60457 0.13147
C -5.57634 3.32835 -0.12717
C -4.70120 2.25928 -0.24122
C -1.87918 1.04238 -2.12503
C -2.86938 1.35085 -3.05472
C -2.57621 1.32842 -4.40968
C -1.29572 1.00769 -4.84596
C -0.30144 0.70696 -3.92686
C -0.59249 0.73110 -2.57109
P -2.29468 -1.80332 -0.27477
C -3.00908 -2.06148 -1.93905
C -2.25691 -2.76176 -2.88039
C -2.78596 -3.07033 -4.12779
C -4.07260 -2.66603 -4.44761
C -4.82321 -1.94935 -3.52248
C -4.29559 -1.64395 -2.27828
C -3.28209 -2.98676 0.71533
C -4.67885 -2.96172 0.75346
C -5.37361 -3.91869 1.47319
C -4.68930 -4.91560 2.16240
C -3.30517 -4.94508 2.14188
C -2.60695 -3.97863 1.42455
H -3.77791 0.75818 1.88170
H -2.19873 0.03881 2.21195
H -3.64646 -0.98105 2.10153
H -1.78292 3.88960 0.30922
H -3.35314 5.80874 0.49382
H -5.77976 5.43646 0.21692
H -6.64140 3.16967 -0.24412
H -5.08359 1.26141 -0.43347
H -3.86576 1.61899 -2.72692
H -3.34986 1.56706 -5.12963
H -1.07346 1.00286 -5.90610
H 0.69947 0.46969 -4.26851
H 0.18070 0.50989 -1.84034
H -1.24608 -3.06885 -2.64094
H -2.19338 -3.62293 -4.84812
H -4.48984 -2.89833 -5.42019
H -5.82534 -1.62106 -3.77504
H -4.88199 -1.06774 -1.57402
H -5.22602 -2.18806 0.22986
H -6.45605 -3.89449 1.49411
H -5.24267 -5.66350 2.71813
H -2.76770 -5.71785 2.67724
H -1.52369 -3.99814 1.41553
```

Calculated values
⟨S²⟩: 0.78
2S+1: 2
net charge: +2


| no. | M (u) | energy (Ha) |
| --- | --- | --- |
| 1 | 126.2 | -403.5438 |
| 2 | 123.2 | -401.9744 |
| 3 | 117.2 | -398.3432 |
| 4 | 144.0 | -1199.5766 |
| 5 | 207.0 | -1770.9940 |
| 6 | 207.3 | -664.2325 |
| 7 | 1027.0 | -3680.4940 |
| 8 | 999.9 | -4726.4898 |